1) The following is a DFT calculation (wB97M-V/def2-TZVPD) of the molecule C6H11NS.

- SMILES = CC(C)=C(C)NC=S

Last columns: bonded neighbours and bond lengths (Å).
Atoms and positions in Å:
1 C 1.8405 -0.5835 -0.9577  C2 1.531, H7 1.122, H8 1.189, H9 1.072
2 C 0.6975 -0.5996 0.0607  C1 1.531, C3 1.390, C4 1.383
3 C 0.3510 -1.7956 0.6780  C2 1.390, H10 1.249, H11 1.160, H12 1.159
4 C -0.0971 0.5320 0.0951  C2 1.383, C5 1.546, N18 1.367
5 C 0.2774 1.9580 -0.3711  C4 1.546, H13 1.190, H14 1.287, H15 1.104
6 C -2.4385 0.1708 0.3801  H17 1.130, N18 1.360, S19 1.594
7 H 2.8574 -0.9018 -0.6067  C1 1.122
8 H 2.1310 0.5409 -1.2143  C1 1.189
9 H 1.5352 -0.9651 -1.9117  C1 1.072
10 H -0.0957 -1.5209 1.8115  C3 1.249
11 H -0.4586 -2.4647 0.1853  C3 1.160
12 H 1.2088 -2.5687 0.7810  C3 1.159
13 H 1.0231 2.0329 -1.2953  C5 1.190
14 H -0.9104 2.2957 -0.7339  C5 1.287
15 H 0.5681 2.5809 0.4929  C5 1.104
16 H -1.2551 1.0901 1.6507  N18 0.952
17 H -3.3341 0.2913 1.0588  C6 1.130
18 N -1.2269 0.5555 0.8636  C4 1.367, C6 1.360, H16 0.952
19 S -2.6734 -0.6482 -0.9669  C6 1.594

List of Löwdin charges in e, atom by atom: -0.05, -0.35, -0.12, -0.38, -0.04, -0.73, 0.09, 0.08, 0.07, 0.15, 0.10, 0.10, 0.09, 0.15, 0.06, 0.11, 0.08, -0.06, 0.65

***

2) The following is a DFT calculation (wB97M-V/def2-TZVPD) of a cluster of 2 separate species, C6H11NS in total.

- SMILES = C=C(C)CS.CC#N

Last columns: bonded neighbours and bond lengths (Å).
Atoms and positions in Å:
1 C -1.2364 0.0985 0.1439  C2 1.350, H9 1.106, H10 1.112
2 C -0.7133 -0.9851 -0.4683  C1 1.350, C3 1.648, C5 1.542
3 C 0.7941 -1.3932 -0.9938  C2 1.648, S8 2.049, H11 1.052, H12 1.105
4 C 0.4869 3.1580 0.4254  C6 1.514, N7 1.155
5 C -1.5720 -2.2629 -0.3830  C2 1.542, H13 1.074, H14 1.167, H15 1.032
6 C 0.9709 3.6985 1.7542  C4 1.514, H16 1.097, H17 1.090, H18 1.038
7 N 0.1055 2.5078 -0.4498  C4 1.155
8 S 1.2251 -3.3962 -0.9597  C3 2.049, H19 1.417
9 H -2.1906 0.0182 0.6971  C1 1.106
10 H -0.6512 1.0295 -0.0247  C1 1.112
11 H 0.5977 -1.4238 -2.0272  C3 1.052
12 H 1.5458 -0.6406 -0.6943  C3 1.105
13 H -2.0943 -2.5382 -1.2799  C5 1.074
14 H -0.8072 -3.1222 -0.1849  C5 1.167
15 H -2.3009 -2.2015 0.3455  C5 1.032
16 H 1.3779 4.6976 1.5574  C6 1.097
17 H 1.8496 3.0613 1.8530  C6 1.090
18 H 0.2466 3.3952 2.4326  C6 1.038
19 H 2.3658 -3.7009 -1.7435  S8 1.417

List of Löwdin charges in e, atom by atom: 0.01, -0.33, -0.31, -0.21, -0.13, -0.03, 0.12, 0.58, 0.07, -0.03, 0.01, 0.07, 0.07, 0.00, 0.03, 0.09, 0.08, 0.06, -0.15

***

Pick 1): it beats the second-best structure by 31.1 kcal/mol.